15
Properties=species:S:1:pos:R:3:forces:R:3 method="wB97M-V/def2-TZVPD" multiplicity=1 charge=+1 lumo_ev=-6.12
H 2.127 -2.982 0.699 -0.7025 0.3759 0.9375
N 1.941 -2.314 -0.057 1.2191 -1.6975 -2.6335
N 1.514 -1.239 0.120 -0.1639 2.9764 2.2026
C 1.375 0.068 -0.037 -1.6591 -0.6988 -1.1600
C 2.563 0.876 0.117 -1.8553 -1.0788 -0.2212
N 3.405 1.636 0.097 1.3199 0.9474 0.1472
N 0.184 0.604 -0.398 0.5304 0.0479 0.4528
C -1.081 -0.099 -0.513 -1.9987 1.1542 -1.9258
C -2.140 0.574 0.350 -0.2850 1.5352 1.1390
H -0.111 1.554 -0.241 1.5235 0.8053 0.2294
H -1.556 0.079 -1.572 1.6266 -1.3019 1.4826
H -0.884 -1.069 -0.161 -0.3615 -1.7249 -0.3041
H -1.732 0.596 1.453 -1.3229 0.4415 -1.9981
H -2.458 1.590 -0.131 1.2692 -1.1889 1.3152
H -3.149 0.124 0.274 0.8602 -0.5929 0.3364


16
Properties=species:S:1:pos:R:3:forces:R:3 method="wB97M-V/def2-TZVPD" multiplicity=3 charge=+1 s2=2.03 lumo_ev="-3.64 / -6.30"
C -0.081 -2.222 -0.028 1.3322 1.3146 0.1062
C 1.239 -1.942 -0.045 0.0868 2.0959 0.5874
C -2.111 -0.770 0.051 1.6634 -2.9434 0.2124
C 1.660 1.607 0.088 0.9793 -3.0604 0.1572
N -1.088 -1.317 0.072 -2.3326 1.2549 -0.1756
N 1.062 0.290 0.029 -3.0962 4.9203 0.1078
N 1.868 -0.694 0.014 -0.4633 -6.3198 -0.2125
N -3.136 -0.003 0.084 1.6373 3.0297 -0.4561
O 3.111 -0.643 -0.080 1.8954 0.6848 -0.0739
H -0.454 -3.182 0.009 -0.3439 -2.0514 -0.0069
H 1.980 -2.644 0.063 1.1495 -2.1672 -0.2147
H 1.090 2.114 -0.591 -1.3129 2.1454 -1.4332
H 1.557 1.918 1.096 0.0532 0.8772 0.9986
H 2.674 1.474 -0.239 0.6596 0.7742 0.1362
H -2.635 0.864 -0.236 -1.8917 0.0983 0.3838
H -4.119 -0.098 -0.112 -0.0161 -0.6532 -0.1166


17
Properties=species:S:1:pos:R:3:forces:R:3 method="wB97M-V/def2-TZVPD" multiplicity=3 charge=+1 s2=2.01 lumo_ev="-2.86 / -6.81"
C 1.682 0.916 -0.024 1.2976 1.6338 -0.1199
C 1.348 -0.445 -0.051 -1.0865 -2.7881 0.5680
C -0.334 0.614 0.883 -1.8403 -0.5507 0.7331
C -3.177 -0.847 0.143 -0.5640 0.4847 -0.2796
N 0.108 -0.547 0.484 0.7766 -3.5260 -1.5105
N 0.582 1.499 0.525 2.3729 6.1883 -0.5462
N 1.959 -1.579 -0.439 1.7718 1.5383 0.5573
N -4.139 -0.304 -0.272 -1.8110 1.4245 -0.7351
O -2.386 -1.613 0.495 1.7880 -1.4495 0.8113
O -4.512 1.009 -0.535 0.1732 -0.6786 0.5154
H 2.470 1.546 -0.487 -0.5227 -1.0759 0.4553
H -0.566 -1.286 0.618 0.6286 -1.0939 -0.4113
H 0.486 2.450 0.880 0.7244 -0.3685 -0.4926
H 2.855 -1.856 -0.026 -0.2239 0.4998 -0.7930
H 1.415 -2.293 -0.831 -0.9686 -1.2339 -0.1360
H -1.202 0.703 1.374 -2.6570 0.8790 1.6954
H -5.342 1.078 -0.029 0.1409 0.1168 -0.3115


13
Properties=species:S:1:pos:R:3:forces:R:3 method="wB97M-V/def2-TZVPD" multiplicity=1 lumo_ev=0.17
O 2.260 1.384 -0.493 -0.1277 -0.4400 -0.0527
C 1.877 0.246 -0.665 0.0736 0.2393 0.0578
N 0.555 -0.099 -0.758 0.1936 0.0505 -0.0470
C -0.516 0.813 -0.331 -0.0871 0.1305 0.0516
C -1.456 -0.221 0.298 -0.1094 -0.0209 0.0245
C -0.448 -1.372 0.344 -0.0407 0.0477 0.3164
H 2.558 -0.614 -0.793 -0.0353 0.0940 0.0365
H -0.099 1.504 0.406 -0.0692 -0.0785 -0.0890
H -0.931 1.399 -1.158 0.0748 -0.1086 0.1023
H -1.828 0.093 1.277 0.0378 -0.0475 -0.1180
H -2.309 -0.462 -0.344 0.1183 0.0162 0.1037
H 0.230 -1.190 -0.832 0.0344 0.0651 -0.2903
H 0.154 -1.354 1.262 -0.0630 0.0523 -0.0959